Entry 1:
{"formula": "C20H19F9O5S", "method": "the ωB97M-V functional and the def2-TZVPD basis", "elements": ["C", "H", "H", "C", "O", "O", "C", "C", "H", "S", "C", "H", "H", "C", "H", "C", "H", "H", "F", "C", "C", "H", "C", "H", "F", "F", "C", "H", "C", "F", "O", "F", "H", "C", "C", "C", "C", "F", "O", "F", "H", "C", "C", "H", "H", "C", "H", "H", "F", "O", "F", "H", "C", "H"], "positions_angstrom": [[6.596, -0.176, 0.881], [-0.102, -1.659, -2.838], [8.003, 1.283, 1.590], [2.853, -0.176, -1.724], [8.418, -1.293, 1.868], [-9.271, 2.504, 0.108], [-7.259, -0.096, 1.649], [0.455, -0.815, -2.447], [5.764, -3.628, -0.771], [-2.532, 0.041, 0.492], [-0.463, 0.023, -1.578], [-6.238, 0.007, 1.287], [2.170, -2.034, -2.493], [6.027, -2.752, -0.198], [2.382, 0.010, 0.403], [6.130, 2.174, 1.007], [1.650, -1.774, -0.873], [-7.336, 0.362, 2.636], [0.153, 1.166, -1.199], [4.398, 0.644, 0.185], [5.298, -0.416, 0.396], [2.649, 0.560, -2.497], [-8.230, 0.540, 0.687], [8.070, -3.179, 0.021], [-2.267, 1.455, -0.134], [-1.242, -1.967, -0.613], [1.776, -1.272, -1.823], [2.602, 1.516, -0.443], [7.012, 1.114, 1.198], [-3.393, -0.381, -0.751], [-11.314, 1.979, 0.903], [-3.846, 0.601, 1.177], [-7.480, -1.157, 1.768], [7.257, -2.503, 0.237], [-10.164, 1.724, 0.768], [-7.959, 1.996, 0.374], [4.847, 1.937, 0.508], [-1.732, 0.484, 1.790], [-9.551, 0.615, 1.252], [0.016, -0.681, 0.596], [0.682, -0.154, -3.280], [-0.965, -0.703, -0.306], [7.522, -1.320, 1.076], [4.184, 2.776, 0.359], [6.441, 3.180, 1.244], [4.919, -1.833, 0.171], [-7.539, 2.534, 1.228], [3.809, -0.620, -1.987], [-1.541, 0.393, -2.321], [3.800, -2.258, 0.317], [-2.828, -1.366, 1.177], [-8.297, -0.047, -0.233], [2.989, 0.506, -0.349], [-7.319, 2.138, -0.494]], "mulliken_charge": [0.56, 0.40, 0.49, -1.05, -0.54, -0.35, -1.25, -1.52, 0.42, 1.50, 1.12, 0.21, 0.40, -0.62, 0.27, -0.71, 0.50, 0.37, -0.28, 0.38, 0.78, 0.45, 0.52, 0.42, -0.30, -0.31, -0.54, 0.45, -0.83, -0.30, -0.52, -0.29, 0.36, -0.59, 0.61, -0.42, -0.88, -0.31, -0.36, -0.26, 0.46, 0.33, 0.13, 0.41, 0.42, 0.41, 0.31, 0.56, -0.31, -0.51, -0.33, 0.23, -0.39, 0.29], "smiles": "O=C1C=CC(=O)c2c(CCCCC(F)(F)C(F)(F)S(F)(F)(F)(F)F)cccc21.C[C@@H]1COC(=O)O1", "gap_ha": 0.318, "homo_ha": -0.3604}

***

Entry 2:
{"formula": "C20H19FeN5O2S7", "method": "the ωB97M-V functional and the def2-TZVPD basis", "elements": ["S", "H", "H", "C", "H", "H", "N", "N", "C", "H", "H", "C", "H", "C", "C", "N", "H", "H", "H", "C", "N", "S", "C", "C", "Fe", "S", "H", "H", "C", "H", "S", "C", "N", "H", "C", "C", "H", "S", "H", "H", "O", "C", "C", "O", "C", "S", "H", "C", "H", "C", "S", "C", "C", "C"], "positions_angstrom": [[3.354, 3.965, 1.144], [-5.919, -3.229, 3.614], [-3.787, 2.037, 2.184], [3.242, 3.283, -0.489], [-0.674, -1.339, 1.945], [0.989, 2.367, -1.049], [0.056, -0.236, -0.380], [0.846, 3.085, -2.871], [-4.090, -0.083, 2.266], [2.748, 3.840, -4.103], [4.122, -4.598, -1.791], [3.284, 2.473, 2.068], [-2.831, -1.462, 1.220], [1.309, 2.480, -3.975], [0.723, -1.072, 0.338], [-1.071, 0.342, 0.229], [2.434, -3.503, -3.222], [-0.577, 2.625, -1.555], [-6.698, -0.969, 4.255], [3.583, -3.488, -0.021], [0.335, 2.271, -1.829], [0.862, 0.931, -4.460], [-3.667, -1.362, 1.902], [-4.318, -2.483, 2.385], [0.432, 0.264, -2.232], [3.389, 4.519, -1.742], [0.891, -2.122, 2.213], [0.727, -0.360, 2.349], [-3.380, 1.130, 1.736], [2.802, -2.267, 1.529], [-1.942, 0.305, -2.342], [-1.997, 0.576, -0.640], [2.159, 3.255, -4.702], [-5.529, 1.029, 3.394], [0.400, -1.247, 1.800], [2.518, -3.255, -2.170], [2.680, 2.710, -5.369], [3.145, 1.085, 1.005], [-2.310, 1.085, 1.944], [4.350, -3.925, 0.606], [3.331, 2.415, 3.283], [-5.844, -1.085, 3.597], [1.730, -1.925, -0.296], [0.874, -1.644, -2.532], [2.708, -2.553, 0.488], [3.016, 0.880, -1.955], [-3.975, -3.468, 2.092], [-5.410, -2.350, 3.238], [1.435, 3.861, -2.519], [3.457, -3.850, -1.369], [-3.514, 1.313, -0.068], [-5.186, 0.040, 3.111], [1.660, -2.220, -1.696], [3.132, 1.931, -0.558]], "mulliken_charge": [-0.25, 0.35, 0.50, 0.77, 0.13, 0.18, 0.44, -0.34, 0.52, 0.21, 0.32, 0.51, 0.40, 0.56, 0.87, -0.43, 0.38, 0.30, 0.35, -1.06, -0.10, -0.37, 0.06, -0.77, 0.31, -0.65, 0.48, 0.19, -0.81, 0.26, -0.45, 0.17, -0.51, 0.30, -1.20, -0.77, 0.24, -0.05, 0.27, 0.35, -0.68, -0.52, 0.40, -0.96, -0.63, -0.22, 0.39, -0.38, 0.05, -0.28, -0.21, -0.57, 0.74, -0.80], "gap_ha": [0.191, 0.193], "de_lowest_kcal_mol": 0.00, "total_charge": -2, "homo_ha": [-0.0418, -0.0441]}

***

Entry 3:
{"formula": "C20H19GeO5Pt", "method": "the ωB97M-V functional and the def2-TZVPD basis", "elements": ["C", "H", "O", "C", "C", "H", "C", "H", "C", "H", "Pt", "Ge", "H", "O", "H", "H", "C", "C", "H", "H", "H", "C", "C", "C", "O", "H", "H", "C", "C", "C", "C", "H", "C", "H", "C", "C", "H", "H", "H", "O", "H", "C", "O", "C", "H", "C"], "positions_angstrom": [[0.319, -0.864, 2.079], [1.255, -3.644, -1.110], [-0.502, -1.376, -0.767], [-1.040, 1.793, -3.120], [-0.075, 2.418, -2.383], [-2.520, 0.951, -0.446], [2.335, -2.410, 1.630], [-4.271, 1.123, 1.298], [-1.366, 2.300, -4.392], [1.422, 4.027, -2.425], [1.380, -0.355, -0.402], [0.450, 1.890, -0.544], [1.548, 2.841, -0.068], [2.273, -2.318, 0.154], [-0.296, -4.037, 1.200], [-1.543, 3.223, 3.919], [-3.279, 1.527, 1.454], [0.293, 4.074, -4.234], [-0.970, 3.776, -5.945], [3.014, -4.963, -0.024], [2.552, -4.214, 2.814], [-2.992, 2.180, 2.711], [1.444, -3.499, -0.049], [0.615, 3.562, -2.983], [-0.696, -0.575, 2.639], [0.605, -2.766, 2.939], [0.831, 4.926, -4.626], [-0.687, 3.446, -4.953], [-1.044, 1.992, 0.745], [0.204, -3.147, 0.825], [2.245, -4.591, 0.649], [2.952, -1.601, 2.009], [-2.311, 1.439, 0.496], [-1.588, 0.932, -2.761], [-1.731, 2.739, 2.971], [2.858, -3.821, 1.846], [1.618, -5.432, 0.941], [-2.156, 1.836, -4.971], [-3.770, 2.230, 3.464], [-1.922, -2.896, -0.018], [3.945, -3.833, 1.810], [0.840, -2.301, 1.983], [1.091, 0.100, 1.498], [-0.777, -2.367, -0.058], [0.217, 3.044, 2.193], [-0.771, 2.639, 2.014]], "mulliken_charge": [-0.20, 0.57, -0.66, 0.16, 0.22, 0.26, 0.10, 0.48, -0.59, 0.38, 1.09, 0.64, 0.00, -0.60, 0.71, 0.48, -0.63, -0.74, 0.46, 0.37, 0.36, -0.34, 0.09, -0.12, -0.45, 0.68, 0.45, -0.34, 0.60, -0.32, -0.90, 0.67, -0.09, 0.42, -0.74, -0.95, 0.41, 0.44, 0.48, -0.23, 0.38, 0.01, -0.77, 0.49, 0.41, -0.12], "multiplicity": 5, "gap_ha": [0.286, 0.221], "de_lowest_kcal_mol": 0.00, "total_charge": 3, "homo_ha": [-0.7085, -0.7071]}

***

Entry 4:
{"formula": "C20H19N2O11S3Tl", "method": "the ωB97M-V functional and the def2-TZVPD basis", "elements": ["O", "C", "H", "H", "H", "C", "C", "C", "C", "H", "C", "H", "C", "O", "O", "H", "H", "C", "O", "H", "H", "H", "O", "C", "O", "C", "H", "O", "H", "C", "C", "H", "H", "H", "C", "H", "C", "Tl", "S", "C", "H", "H", "C", "C", "C", "O", "N", "C", "O", "H", "S", "O", "C", "O", "N", "S"], "positions_angstrom": [[5.600, 21.548, 10.182], [11.267, 17.424, 9.198], [11.039, 8.744, 9.469], [16.532, 15.431, 5.218], [11.686, 16.440, 9.001], [14.706, 16.350, 4.546], [11.851, 10.447, 6.207], [12.079, 8.637, 9.158], [11.732, 19.734, 9.695], [9.575, 15.558, 9.803], [9.915, 17.681, 9.460], [9.967, 21.053, 10.011], [12.166, 9.867, 7.399], [6.413, 14.814, 6.195], [12.757, 9.808, 9.543], [11.648, 9.827, 5.354], [12.846, 12.625, 9.277], [10.378, 20.091, 9.693], [12.154, 21.706, 11.218], [13.276, 18.273, 9.515], [12.546, 7.818, 9.691], [13.713, 16.528, 5.031], [12.467, 14.443, 5.645], [9.515, 19.014, 9.617], [4.500, 14.062, 7.499], [15.125, 17.540, 3.720], [15.220, 15.466, 6.421], [13.980, 20.127, 10.895], [8.661, 16.606, 10.745], [9.012, 16.506, 9.703], [4.621, 21.025, 10.558], [8.467, 19.175, 9.806], [14.499, 15.490, 3.902], [13.869, 21.852, 7.056], [12.173, 18.430, 9.430], [11.868, 12.262, 5.119], [15.719, 16.007, 5.638], [8.839, 14.637, 6.847], [5.889, 14.436, 7.550], [12.483, 14.131, 6.862], [12.800, 20.432, 7.788], [8.105, 16.456, 9.107], [12.558, 10.657, 8.449], [12.044, 11.843, 6.104], [13.407, 21.323, 7.915], [3.588, 20.667, 10.957], [15.346, 18.568, 3.254], [12.637, 12.043, 8.424], [12.635, 14.846, 7.900], [16.135, 16.903, 6.047], [12.865, 20.796, 10.360], [6.195, 15.519, 8.473], [12.400, 12.628, 7.159], [12.132, 8.543, 7.748], [13.512, 21.783, 9.089], [7.108, 12.745, 7.980]], "mulliken_charge": [-0.38, -0.18, 0.27, 0.30, 0.31, 0.11, -0.98, -0.16, 0.01, 0.32, 0.75, 0.39, 0.85, -0.64, -0.50, 0.41, 0.58, -0.52, -0.71, 0.41, 0.22, 0.13, -0.73, -0.75, -0.63, 0.11, 0.19, -0.66, 0.35, -1.64, 0.76, 0.50, 0.27, 0.29, -0.25, 0.41, -1.02, 0.53, 0.90, 0.37, 0.33, 0.38, 1.04, -0.56, -0.19, -0.37, -0.49, -1.27, -0.83, 0.37, 1.41, -0.61, 0.32, -0.50, -0.47, -0.58], "gap_ha": 0.217, "de_lowest_kcal_mol": 3.92, "total_charge": -2, "homo_ha": -0.0927}